1.
# C24H36MnN2O6PS

A structure of composition C24H36MnN2O6PS (wB97M-V/def2-TZVPD, the OMol25 dataset).

As for the net charge: +1. Its LUMO energy (spin up / spin down) is -2.2 / -2.6 eV. Its spin multiplicity is 6. For the gap between HOMO and LUMO (spin up / spin down), the calculation gives 8.0325 / 7.6749 eV.

Structure (XYZ):
```
71
C24H36MnN2O6PS, DFT wB97M-V/def2-TZVPD
H -1.361 0.073 -6.367
H 2.266 -3.180 1.002
H 2.553 3.987 -1.672
C -2.063 0.621 -4.407
C 3.365 -0.770 -3.692
H 1.940 -4.538 5.124
H 2.103 -1.969 3.116
N -2.893 1.233 -0.499
H 3.432 -1.687 -3.105
H 0.269 -4.903 0.774
C -3.297 2.238 3.034
C -0.283 -4.011 1.081
H -5.555 2.101 0.756
C 1.176 -4.008 4.570
O -0.885 1.184 2.971
H 2.614 2.229 -1.908
H -4.653 3.614 0.888
C 1.927 -0.414 -3.971
S 0.191 -2.740 -0.121
C 2.062 0.170 0.492
H -3.037 1.560 3.843
C 2.201 3.164 -2.296
H 0.594 -2.781 6.230
H -2.879 -0.094 -4.365
H 2.466 2.295 3.101
Mn -1.004 0.402 -0.172
C -4.699 2.657 0.366
H 2.463 -2.275 -0.514
C 1.905 -2.332 0.420
C -1.673 0.965 -5.823
C 2.200 1.369 1.179
C 2.330 1.366 2.564
C -2.675 1.795 1.751
O -3.390 1.237 -1.670
O -0.935 -0.038 -3.750
H -1.338 -4.174 0.854
C 0.418 -3.024 5.190
C 2.124 -1.037 2.567
O -0.676 -1.550 0.263
C 0.689 3.125 -2.305
H -1.609 -2.188 2.610
H 2.248 2.303 0.633
P -0.098 0.615 -2.583
C -0.577 -2.365 4.479
O 0.211 2.074 -3.167
H 0.264 4.045 -2.698
H 1.849 0.510 -4.546
C -0.818 -2.687 3.153
H -2.359 1.493 -3.830
C 2.015 -1.042 1.182
O 1.256 -0.224 -2.691
H 0.036 0.959 2.793
C -0.045 -3.659 2.518
H 3.892 -0.932 -4.633
H -2.910 3.224 3.303
C 0.949 -4.318 3.236
H 1.531 -5.100 2.759
H 1.405 -1.204 -4.506
N -1.466 1.327 1.708
H -4.876 2.835 -0.693
H -4.376 2.306 2.936
H 2.408 0.147 4.330
H 2.584 3.312 -3.305
C -3.427 1.887 0.504
H 2.033 0.166 -0.591
H -1.178 -1.605 4.963
H 0.288 2.979 -1.294
H -0.858 1.690 -5.835
C 2.298 0.160 3.253
H 3.868 0.032 -3.151
H -2.529 1.400 -6.339
```

***

2.
# C24H36N13O4P

A cluster of 12 separate species, C24H36N13O4P in total (wB97M-V/def2-TZVPD, the OMol25 dataset).

Its LUMO energy is 0.0 eV. Its spin multiplicity is 1. For the gap between HOMO and LUMO, the calculation gives 9.8731 eV. As for the relative energy (zero: lowest compared OMol25 entry of this formula, charge and spin): 0.0 kJ/mol.

Structure (XYZ):
```
78
C24H36N13O4P, DFT wB97M-V/def2-TZVPD
C -4.944 1.855 -0.809
H -5.437 2.339 1.197
N 1.907 0.572 6.820
C 2.037 1.269 7.724
H 0.270 -4.818 -0.455
H -1.794 -2.875 -4.124
P -2.892 -2.214 -3.465
H 4.523 -4.826 -6.806
H -0.340 1.783 5.760
C 3.514 5.918 10.103
O 0.928 -3.398 -3.028
H 1.380 -5.547 -1.606
H -3.851 -1.928 -4.480
N -2.843 -1.284 -0.120
H -0.032 0.069 5.538
C -0.734 0.786 5.960
H 2.718 -3.060 4.161
C -0.925 -0.652 -2.823
C 6.042 -4.118 -8.106
H -1.517 0.534 2.120
H -4.886 4.836 -3.143
C 0.933 -2.181 3.426
N 2.719 -5.896 1.254
N -2.373 -0.696 -2.755
N 6.801 -4.280 -8.954
O -3.439 -3.160 -2.422
H -2.970 -0.143 2.837
C -2.567 0.305 1.930
C 2.180 5.583 9.608
H 1.804 1.707 9.787
C 4.778 0.020 -4.381
N -2.192 3.902 -4.534
C -2.996 4.571 -4.062
C 0.922 -5.677 -0.625
H 5.568 -3.599 -6.105
H 2.903 -2.199 2.640
N 1.130 5.322 9.219
C 1.929 -5.800 0.426
H 3.942 5.098 10.683
C -2.721 -0.580 0.781
N -4.177 1.706 -1.652
H -2.090 1.500 -5.832
H -2.647 -0.684 -1.738
H 4.181 0.846 -3.991
H 5.264 -0.461 -3.531
H -1.592 -0.185 -5.871
O -0.317 -0.727 -4.090
H 1.686 3.106 8.728
N -3.126 0.484 4.956
H -0.732 0.645 7.041
H 5.562 0.450 -5.006
N -0.081 -1.667 3.591
C 2.225 -2.833 3.215
H 2.119 -3.774 2.670
H 4.202 6.132 9.284
N 3.305 -1.666 -5.722
N -4.431 -0.077 -7.295
H -4.378 6.174 -4.165
H -1.383 0.825 -7.294
C 0.977 -2.461 -3.713
C -5.920 2.044 0.263
H 3.254 2.382 9.057
H 4.347 -3.145 -7.283
C 3.955 -0.925 -5.132
H -3.642 5.946 -2.584
C -3.385 0.224 -6.929
N 0.980 -1.214 -4.016
C -2.055 0.608 -6.461
O -0.329 -0.508 -1.779
H -6.479 1.128 0.461
C -4.022 5.420 -3.462
H -3.086 1.254 1.778
H -6.644 2.821 0.012
H 0.285 -6.562 -0.678
C 2.202 2.155 8.874
H 3.491 6.797 10.749
C -2.074 0.617 5.399
C 5.077 -3.913 -7.027
```

***

3.
# C24H36N2ReSi

A structure of composition C24H36N2ReSi (wB97M-V/def2-TZVPD, the OMol25 dataset).

As for the net charge: +2. Its LUMO energy (spin up / spin down) is -7.5 / -8.3 eV. Its spin multiplicity is 4. For the gap between HOMO and LUMO (spin up / spin down), the calculation gives 5.6569 / 5.7802 eV. As for the relative energy (zero: lowest compared OMol25 entry of this formula, charge and spin): 141.6 kJ/mol.

Structure (XYZ):
```
64
C24H36N2ReSi, DFT wB97M-V/def2-TZVPD
N -1.502 -1.469 0.581
H -2.332 1.065 -3.707
C 1.710 -0.631 -5.428
H 1.561 1.440 -3.893
H -1.485 1.829 1.368
H 2.320 -3.448 -7.276
H 2.597 -3.170 -0.026
H -1.729 1.214 -8.672
H -1.158 -3.967 -2.055
H 4.377 0.355 -7.313
C 2.778 0.164 -5.920
C -0.768 -2.724 0.885
C 1.563 -1.957 -5.907
H 4.138 -1.989 -8.156
H 1.151 2.255 1.197
H 1.840 2.034 -1.401
H -1.931 -2.859 -3.165
C 0.854 1.901 -1.000
C 2.454 -2.438 -6.880
H -4.000 1.478 -7.666
C -3.292 1.316 -5.630
H 1.147 -3.229 1.711
H 0.729 -2.578 -5.555
C 1.867 -2.542 -0.564
C -0.744 0.936 -6.769
H 2.075 -0.206 1.837
H -1.147 -4.349 -3.805
C 3.478 -1.631 -7.376
C 3.631 -0.325 -6.906
H -1.347 -3.270 1.651
H -0.119 -3.101 -3.161
C -0.891 0.908 -5.361
C 2.463 -0.875 1.064
C -1.946 -0.866 1.875
H 3.000 -0.299 0.304
H 0.474 -1.707 2.362
C -1.425 1.481 -0.814
Re 0.064 0.070 -0.434
C -1.110 -3.590 -3.078
C -0.353 1.685 -1.727
C -0.894 1.681 0.498
H -3.262 -0.825 -0.420
H 2.898 1.182 -5.548
C 0.507 1.966 0.386
N 1.327 -1.577 0.424
H -0.467 1.731 -2.798
H -1.091 -0.434 2.409
H 3.126 -1.625 1.522
H -2.700 -0.090 1.674
H -2.444 1.296 -1.095
H 2.366 -2.004 -1.377
H -2.396 -1.676 2.475
C -2.733 -1.763 -0.194
H -2.492 -2.299 -1.123
C -1.864 1.185 -7.590
H -0.693 -3.342 -0.023
C 0.573 -2.325 1.461
H 0.227 0.724 -7.236
H -3.379 -2.396 0.441
C -3.127 1.361 -7.019
C -2.186 1.111 -4.794
H 1.077 -3.183 -0.971
H -4.286 1.417 -5.184
Si 0.599 0.316 -4.283
```

***

4.
# C24H36NO2P2Yb

A structure of composition C24H36NO2P2Yb (wB97M-V/def2-TZVPD, the OMol25 dataset).

Its LUMO energy (spin up / spin down) is 0.3 / -0.5 eV. Its spin multiplicity is 2. For the gap between HOMO and LUMO (spin up / spin down), the calculation gives 6.4198 / 5.6548 eV. As for the relative energy (zero: lowest compared OMol25 entry of this formula, charge and spin): 0.0 kJ/mol.

Structure (XYZ):
```
66
C24H36NO2P2Yb, DFT wB97M-V/def2-TZVPD
C 1.137 4.146 -0.760
C -0.637 3.812 -2.336
H 0.045 -0.365 -4.512
C -2.031 -0.755 5.113
H 1.852 4.754 -0.205
C 1.349 -4.679 -0.566
C 0.300 -2.580 -0.063
H 2.354 -0.949 -2.327
H -0.771 -0.616 1.190
H -1.475 -0.020 7.077
H -2.567 2.114 -2.816
H -4.486 0.941 -1.557
H 2.213 -2.725 -1.069
H 3.898 1.038 -1.373
C -0.218 1.120 4.087
H 1.777 -1.172 -2.862
H 0.285 -6.436 0.115
N 0.308 1.943 -1.161
H -0.392 1.224 1.313
H -3.801 -0.405 -3.386
H 0.292 5.729 -1.960
C -2.956 -0.932 -2.923
H 2.263 0.387 2.917
H -1.210 1.100 -3.703
H -1.346 4.144 -3.098
H 0.476 1.859 3.664
H 4.815 1.137 0.180
Yb 0.575 -0.498 -1.380
C -1.810 -0.727 3.744
C 0.267 4.665 -1.709
P 2.471 0.435 0.476
H -2.355 -1.366 3.026
H 3.046 2.785 0.536
C 3.040 0.145 2.182
H -1.605 -2.619 0.972
C 4.081 0.554 -0.401
C 1.361 -3.251 -0.615
C -1.640 1.504 -2.678
H -4.067 -0.018 -0.106
P -2.197 0.067 -1.600
H -1.591 -5.127 1.132
O -0.446 0.448 -4.913
H 0.153 1.643 6.140
C -0.635 2.446 -2.001
C 0.290 -5.336 0.066
H 3.955 0.704 2.417
H 4.434 -0.475 -0.576
C 2.083 2.242 0.578
H -2.749 -1.479 5.500
C 1.145 2.776 -0.502
C -0.769 -3.183 0.555
C -0.619 0.276 1.808
H -2.225 -1.177 -3.703
H 0.556 -2.373 -3.598
H 0.131 1.018 -5.403
O 0.459 -1.384 -3.517
C -3.700 0.737 -0.816
H -3.465 1.648 -0.251
H 2.177 -5.248 -1.014
C -0.419 1.013 5.458
C -0.891 0.225 3.186
H 3.267 -0.922 2.301
C -0.767 -4.608 0.629
H -3.314 -1.861 -2.462
C -1.320 0.079 5.993
H 1.622 2.429 1.567
```

***

5.
# C24H36NO4P2STl

A structure of composition C24H36NO4P2STl (wB97M-V/def2-TZVPD, the OMol25 dataset).

As for the net charge: -2. Its LUMO energy is 4.5 eV. Its spin multiplicity is 1. For the gap between HOMO and LUMO, the calculation gives 5.4660 eV.

Structure (XYZ):
```
69
C24H36NO4P2STl, DFT wB97M-V/def2-TZVPD
C -3.257 0.904 3.078
O 1.464 1.738 -0.326
C 2.787 -2.737 -1.615
H -4.079 1.184 3.727
H -5.266 -0.804 -0.218
C 5.261 1.202 -0.323
C -0.912 0.560 2.680
H -5.524 1.611 -0.095
H -2.342 2.892 -1.748
C -1.130 -0.007 1.383
H -3.921 -2.152 -2.613
H 0.106 0.663 3.028
O -0.565 1.284 -1.588
C -3.968 -2.480 0.195
C -2.468 0.148 0.879
C 3.680 2.606 -1.592
H 5.139 -3.228 -0.615
C 3.295 -1.074 3.135
H 5.680 0.220 -0.125
H -4.502 0.513 1.419
H -4.568 0.859 -2.225
C -3.037 2.330 -2.371
C 3.760 -1.645 -1.155
C -3.882 1.364 -1.538
N -0.128 -0.647 0.712
H 2.800 2.695 -2.222
H 5.011 1.685 0.626
H -3.000 -2.866 -0.145
C 2.089 -1.667 3.487
H 3.310 -3.681 -1.833
H -5.296 -1.043 -2.669
H 4.361 0.691 -2.183
H 4.361 -1.355 -2.028
H 6.043 1.807 -0.796
H 3.466 3.178 -0.688
H -2.435 1.809 -3.118
O -0.521 3.065 0.062
H 2.051 -2.947 -0.829
H 4.166 -2.657 0.736
H 4.373 -0.114 1.574
C -4.713 2.185 -0.550
O 0.685 3.303 -2.040
C 2.349 -0.430 0.971
C 4.705 -2.328 -0.154
P -2.915 -0.128 -0.882
H 4.145 -1.090 3.809
C -3.479 0.522 1.768
H -1.687 1.390 4.476
C 1.008 -1.566 2.633
H 2.239 -2.446 -2.510
H 1.990 -2.191 4.432
S 0.259 2.397 -0.968
H -3.703 3.036 -2.884
H -4.698 -3.297 0.139
C 4.042 1.164 -1.248
P 2.606 -0.009 -0.817
H -3.850 -2.190 1.238
C -4.398 -1.292 -0.677
H 4.537 3.071 -2.104
H 0.050 -1.982 2.921
C 3.410 -0.500 1.876
H -5.499 -2.658 -1.980
H -5.167 3.027 -1.082
C -1.928 0.983 3.499
Tl -0.106 -1.079 -1.694
H 5.538 -1.708 0.176
H -4.080 2.588 0.242
C 1.064 -0.863 1.413
C -4.806 -1.812 -2.065
```

***

6.
# C24H36O18

A cluster of 6 separate species, C24H36O18 in total (wB97M-V/def2-TZVPD, the OMol25 dataset).

Its LUMO energy is 0.3 eV. Its spin multiplicity is 1. For the gap between HOMO and LUMO, the calculation gives 10.6738 eV. As for the relative energy (zero: lowest compared OMol25 entry of this formula, charge and spin): 314.8 kJ/mol.

Structure (XYZ):
```
78
C24H36O18, DFT wB97M-V/def2-TZVPD
H 6.512 -11.101 22.094
H 5.806 -12.004 11.611
H 5.168 -9.683 12.364
H 0.495 -19.991 16.552
C 3.551 -12.323 22.995
H 6.840 -11.152 12.725
H 10.970 -9.695 14.921
H 4.950 -14.638 16.764
C 7.115 -9.138 15.691
H 3.752 -21.023 15.140
H 7.173 -14.594 14.596
H 4.488 -11.931 21.196
H 1.326 -21.214 15.655
O 8.284 -9.674 15.171
C 7.577 -17.536 13.629
H 10.085 -16.789 16.735
O 6.665 -15.086 21.737
H 7.155 -19.056 16.228
C 6.614 -12.567 18.266
O 7.212 -18.787 14.108
H 5.580 -12.766 15.754
C 6.207 -8.805 10.694
H 3.714 -12.699 24.005
O 6.136 -8.865 14.988
H 9.771 -18.282 15.049
O 4.664 -10.319 10.433
H 3.230 -11.282 23.040
C 2.714 -19.998 16.790
H 2.729 -12.898 22.570
C 6.181 -14.052 22.072
C 7.446 -13.652 15.070
H 6.550 -8.070 11.422
O 8.382 -16.950 14.466
C 9.183 -9.981 16.193
H 5.905 -11.446 23.661
C 5.645 -9.996 11.436
H 2.701 -20.418 17.796
H 11.431 -9.594 16.602
O 6.958 -12.327 17.026
C 3.969 -20.605 16.123
C 6.446 -13.278 16.172
H 1.311 -19.560 15.113
H 8.382 -16.673 17.136
C 4.249 -18.378 16.322
C 4.736 -12.478 22.105
C 8.426 -9.435 17.420
H 9.116 -18.227 17.394
O 6.691 -11.845 19.247
H 7.462 -12.898 14.284
H 9.211 -11.062 16.324
C 4.414 -9.319 9.517
O 4.950 -13.876 22.090
C 7.813 -19.016 15.360
H 8.357 -10.234 18.158
C 6.021 -11.885 22.671
C 6.498 -11.166 11.690
O 6.821 -13.035 22.621
C 1.415 -20.184 16.000
O 4.701 -17.287 16.134
H 8.910 -8.557 17.848
C 10.617 -9.393 15.907
H 4.431 -21.363 16.756
H 8.430 -19.913 15.299
H 7.343 -11.299 11.014
O 7.198 -8.945 16.985
C 9.149 -17.346 16.752
H 10.574 -8.304 15.866
H 6.639 -15.290 17.144
O 3.528 -9.274 8.662
C 5.968 -14.433 17.096
H 7.169 -9.079 10.262
O 2.977 -18.604 16.723
O 7.210 -17.013 12.608
O 6.060 -13.766 18.359
O 4.869 -19.518 16.069
H 8.436 -13.812 15.498
O 5.231 -8.345 9.721
C 8.807 -17.897 15.381
```

***

Number 1: strongest force on any atom 0.0033 Eh/bohr. Number 2: strongest force on any atom 0.0759 Eh/bohr. Number 3: strongest force on any atom 0.1506 Eh/bohr. Number 4: strongest force on any atom 0.0644 Eh/bohr. Number 5: strongest force on any atom 0.0192 Eh/bohr. Number 6: strongest force on any atom 0.1068 Eh/bohr.